DFT (wB97M-V/def2-TZVPD) results for 13 unconnected molecules or ions with the total composition C97H215N13O13 at a distorted geometry.

Summary:
energy above the lowest of the compared OMol25 structures with the same formula, charge and spin: 1.576 eV
max |F|: 0.0684 hartree/bohr
frontier orbital gap: 0.310 Eh
total charge: 0

Geometry as XYZ:
```
338
Properties=species:S:1:pos:R:3:forces:R:3:mulliken_charge:R:1
C 10.402 11.830 20.858 0.37 1.05 0.69 -1.61
C 11.371 12.410 21.942 0.58 -1.72 -1.06 0.03
C 12.127 13.687 21.551 -1.41 1.28 1.17 1.09
O 13.293 13.424 20.885 1.66 -0.17 -0.73 -0.43
C 14.249 14.527 20.686 -1.80 -1.57 0.64 0.96
N 10.665 12.535 23.178 -0.93 1.47 1.15 -0.43
H 10.218 10.790 21.066 0.11 -0.51 -0.20 0.44
H 10.721 12.018 19.854 0.54 -0.33 -0.70 0.35
H 9.429 12.317 20.920 -0.09 0.26 0.25 0.40
H 12.162 11.657 22.136 -0.23 0.28 -0.30 0.16
H 12.316 14.293 22.463 -0.07 -0.41 -0.09 -0.52
H 11.441 14.315 20.959 0.04 0.10 -0.27 -0.13
H 14.899 14.622 21.556 -0.20 0.24 0.19 -0.36
H 13.683 15.431 20.463 0.28 0.23 -0.06 0.18
H 14.824 14.156 19.868 0.53 0.22 -0.75 -0.47
H 10.196 11.685 23.470 0.22 -0.10 -0.24 0.27
H 9.905 13.218 23.039 0.38 -0.33 0.30 0.27
C 14.060 22.138 18.437 0.05 1.47 0.59 -1.40
C 13.315 21.998 17.124 1.95 -0.79 -0.86 1.68
C 12.118 22.919 16.936 -0.41 -1.60 -0.41 -1.04
O 11.053 22.535 17.766 -1.47 0.31 0.42 -0.28
C 9.865 23.263 17.379 0.98 1.02 0.49 -0.94
N 14.263 22.365 16.011 -1.58 0.64 0.77 -0.62
H 14.608 23.106 18.411 -0.24 -0.46 0.18 0.61
H 14.791 21.348 18.525 0.27 -0.26 0.04 -0.06
H 13.432 22.120 19.354 0.25 -0.07 -0.79 0.01
H 13.153 20.889 17.064 -1.05 0.89 -0.21 -0.04
H 11.681 22.749 15.932 0.88 0.57 -0.15 0.45
H 12.373 23.952 17.131 0.35 0.37 -0.25 0.33
H 9.010 22.771 17.793 -0.45 -0.60 0.00 0.30
H 9.817 23.354 16.266 -0.15 -0.10 0.86 0.35
H 9.853 24.291 17.858 0.28 -0.87 -0.73 0.29
H 13.877 22.217 15.094 0.29 -0.22 -0.10 0.23
H 15.246 22.222 16.101 0.20 -0.41 0.20 0.09
C 17.883 12.146 28.224 1.97 0.40 -1.45 -1.24
C 18.012 13.395 29.076 1.33 -0.62 -0.30 0.16
C 19.296 14.203 28.599 -2.34 0.02 -0.44 -1.16
O 19.071 14.517 27.225 0.59 -0.26 0.07 0.80
C 19.953 15.512 26.729 -1.93 1.10 0.52 -1.40
N 16.746 14.109 29.030 1.35 -0.25 1.69 -0.38
H 17.252 11.468 28.662 -1.86 -1.60 1.17 0.54
H 18.837 11.581 28.091 -0.41 0.68 0.14 0.27
H 17.504 12.339 27.213 0.08 0.25 0.16 0.01
H 18.137 13.048 30.101 0.52 0.20 0.19 0.45
H 20.230 13.675 28.658 0.42 -0.53 0.53 0.35
H 19.328 15.132 29.154 0.29 0.40 0.38 0.48
H 20.986 15.269 26.844 0.83 -0.24 0.05 0.56
H 19.711 16.488 27.232 0.51 -0.66 -0.17 0.41
H 19.659 15.666 25.698 0.34 -0.13 -0.40 0.14
H 16.938 15.052 29.324 -0.29 0.54 -0.09 0.34
H 16.466 14.085 28.096 -0.92 0.61 -1.94 -0.39
C 18.373 12.686 17.398 3.13 0.96 0.07 -0.79
C 16.943 12.396 17.578 -1.71 -1.33 1.71 0.51
C 16.803 11.978 19.081 -0.16 -0.17 -0.03 -0.41
O 15.550 11.414 19.354 -0.15 0.01 0.64 -0.51
C 15.457 10.913 20.713 -0.49 0.67 -1.34 -0.36
N 16.082 13.511 17.306 0.89 0.99 -0.13 -0.15
H 18.950 11.791 17.099 -0.43 0.27 0.08 0.51
H 18.903 13.025 18.360 -0.92 -0.12 -1.30 -0.17
H 18.586 13.444 16.608 -0.21 -0.42 0.49 -0.07
H 16.693 11.477 16.995 -0.09 0.53 0.20 0.26
H 16.931 12.796 19.801 0.30 0.51 -0.52 0.16
H 17.587 11.261 19.341 0.26 -0.33 -0.20 0.52
H 15.495 11.704 21.517 0.58 -0.57 -0.86 -0.12
H 16.197 10.092 20.779 -0.41 0.36 0.62 0.37
H 14.423 10.594 20.702 -0.03 -0.66 0.51 0.23
H 16.416 14.244 16.697 -0.05 -0.39 0.05 -0.36
H 15.093 13.476 17.388 -0.49 -0.53 0.06 0.33
C 17.713 22.628 22.491 0.21 1.48 -0.61 -1.22
C 19.237 22.715 22.850 -1.47 -0.90 0.31 1.33
C 19.466 23.391 24.201 0.70 0.52 0.28 -1.37
C 19.339 22.474 25.427 -0.74 0.06 0.86 -0.63
C 20.234 21.269 25.296 0.10 -0.49 -0.17 -1.12
C 19.889 20.484 24.039 -1.20 -1.06 -0.33 1.67
N 19.868 21.400 22.922 1.98 0.14 -1.03 0.24
O 19.653 20.649 21.726 0.40 1.35 -1.64 2.75
C 20.927 19.301 23.847 -0.77 2.10 -0.73 -2.43
C 18.471 19.836 24.163 0.51 -1.18 -1.31 -1.29
C 19.891 23.483 21.699 1.60 -0.61 -0.77 -1.08
H 17.326 23.684 22.410 0.29 -0.91 0.20 0.47
H 17.065 22.093 23.191 0.31 -0.02 -0.24 0.34
H 17.664 22.238 21.461 -0.36 -0.25 0.59 -0.21
H 20.459 23.866 24.140 -0.05 -0.32 0.35 0.41
H 18.781 24.223 24.282 -0.35 0.24 0.03 0.41
H 18.311 22.085 25.500 0.08 0.30 -0.15 0.29
H 19.478 22.966 26.434 0.18 -0.04 -1.25 0.37
H 20.111 20.545 26.118 0.18 0.48 0.02 0.45
H 21.269 21.597 25.225 0.29 -0.09 0.15 0.38
H 21.938 19.755 23.794 -0.45 -0.71 -0.03 0.26
H 20.737 18.735 24.710 0.50 -0.85 1.55 0.99
H 20.683 18.593 23.047 0.23 0.59 -0.29 -0.22
H 18.306 19.303 23.184 -0.04 0.50 0.91 -0.20
H 18.410 19.046 24.918 0.04 0.28 0.20 0.45
H 17.670 20.555 24.272 -0.04 0.01 0.25 0.14
H 19.669 22.986 20.707 0.12 0.59 1.17 -0.71
H 21.032 23.468 21.815 -1.52 0.09 -0.08 0.28
H 19.562 24.516 21.599 -0.12 0.01 0.22 0.55
H 20.062 21.206 20.967 -0.59 -1.48 1.46 -0.90
C 19.493 13.449 22.652 1.48 0.84 -0.11 -1.23
C 19.824 12.191 23.399 -1.09 0.00 2.15 2.17
C 19.642 10.990 22.494 0.50 0.36 -0.28 -1.38
C 20.006 9.746 23.235 1.90 -1.01 -0.36 -0.90
C 21.512 9.746 23.644 -0.60 1.05 -1.17 -1.12
C 21.844 10.984 24.478 1.14 0.36 0.94 1.27
N 21.272 12.165 23.809 -0.77 1.19 -0.38 0.82
O 21.611 13.391 24.527 -1.01 -1.33 0.21 0.01
C 21.458 10.789 25.968 -1.08 0.89 -0.15 -1.33
C 23.394 11.219 24.408 -2.31 0.00 -1.29 -2.15
C 18.823 12.191 24.648 0.14 -1.32 -0.52 -1.34
H 19.453 14.318 23.335 -0.03 -0.31 -0.40 -0.16
H 18.567 13.393 22.080 0.05 -0.22 0.10 0.31
H 20.367 13.579 21.997 -0.47 0.45 -0.29 -0.01
H 18.628 10.897 22.189 -1.19 0.22 -0.19 0.22
H 20.193 11.199 21.562 0.23 -0.38 0.32 0.42
H 19.864 8.824 22.655 -0.40 0.26 0.10 0.46
H 19.383 9.750 24.107 -0.31 -0.60 0.53 0.41
H 22.104 9.889 22.702 -0.43 -0.57 0.61 0.30
H 21.794 8.811 24.139 0.09 0.26 0.02 0.37
H 22.161 10.110 26.451 0.06 0.17 0.02 0.63
H 21.501 11.815 26.463 -0.13 -1.48 -0.21 0.08
H 20.433 10.331 26.072 0.94 0.67 0.03 0.22
H 23.593 11.244 23.331 0.50 0.52 0.33 0.35
H 23.728 12.053 24.982 0.16 0.81 0.04 0.46
H 23.815 10.359 24.795 1.21 -1.89 0.83 0.58
H 18.624 11.193 25.047 0.19 -0.01 -0.04 0.20
H 17.824 12.592 24.486 0.07 0.19 -0.77 0.34
H 19.165 12.752 25.490 0.60 0.57 0.50 -0.19
H 21.017 13.368 25.317 0.52 0.24 -0.59 -0.23
C 22.600 15.802 21.384 0.07 -0.11 0.30 -0.63
C 24.012 15.234 21.653 -1.87 -0.26 -0.80 2.79
C 24.043 13.702 21.358 -0.45 -0.25 -0.25 -0.60
C 23.923 13.366 19.851 1.38 -0.17 0.10 -0.54
C 25.057 14.054 19.075 -1.03 1.00 0.37 -1.60
C 25.034 15.609 19.309 -0.23 -1.12 -0.17 1.57
N 25.010 15.820 20.784 1.43 1.44 -1.48 -0.13
O 24.942 17.279 20.807 0.06 -0.30 1.32 -0.28
C 26.342 16.205 18.743 -0.79 -0.36 -1.50 -1.98
C 23.839 16.250 18.532 0.55 0.04 0.17 -0.03
C 24.377 15.449 23.089 -0.85 0.43 0.53 -1.90
H 22.585 16.952 21.300 -0.17 -1.94 0.45 0.07
H 21.916 15.313 22.121 0.31 1.07 -0.16 0.21
H 22.295 15.343 20.458 -0.36 0.40 -0.46 -0.45
H 25.025 13.390 21.743 -0.28 -0.38 -0.14 0.70
H 23.226 13.138 21.892 0.81 0.85 -0.11 -0.63
H 23.048 13.785 19.430 -1.49 0.03 -0.14 -0.14
H 23.925 12.265 19.657 -0.03 0.81 0.27 0.52
H 25.008 13.898 18.001 -0.09 -0.23 -0.15 0.51
H 25.946 13.623 19.454 1.41 -0.14 0.20 0.46
H 26.405 17.292 18.783 -0.34 -0.03 -0.03 0.28
H 27.167 15.825 19.288 0.93 -0.52 0.49 0.59
H 26.434 15.887 17.647 -0.05 0.39 1.44 0.34
H 24.207 16.422 17.494 -0.61 -0.18 0.57 0.88
H 22.965 15.585 18.562 0.22 0.40 -0.37 -0.64
H 23.569 17.229 18.977 0.12 -0.58 -0.34 -0.63
H 25.399 15.155 23.199 0.65 -0.27 0.64 0.66
H 23.661 14.917 23.734 0.52 -0.38 -0.20 -0.04
H 24.225 16.480 23.412 0.34 0.29 -0.29 0.30
H 25.671 17.506 21.399 -0.13 0.05 -0.08 0.33
C 16.426 19.346 11.171 0.22 -1.32 -1.01 -1.58
C 16.934 19.389 12.614 0.79 0.70 -0.05 1.81
C 15.899 20.006 13.535 -0.98 1.16 0.71 -1.52
C 14.747 19.096 14.002 1.15 0.05 -2.49 -0.91
C 15.412 17.912 14.621 -0.62 -0.93 -1.24 -1.03
C 16.332 17.181 13.620 0.33 -0.89 0.94 1.76
N 17.363 18.130 13.204 -0.25 -0.02 -0.09 0.95
O 18.169 17.520 12.233 0.93 -0.75 -0.59 -0.74
C 17.110 16.112 14.420 1.11 -0.67 1.69 -1.12
C 15.601 16.439 12.507 -0.03 -1.73 -0.15 -1.56
C 18.221 20.278 12.578 -1.03 -0.26 -1.66 -1.57
H 17.184 18.918 10.474 -0.30 0.08 0.71 0.24
H 16.305 20.359 10.790 -0.55 0.06 0.19 0.52
H 15.539 18.689 11.028 0.35 1.00 0.09 0.26
H 16.370 20.397 14.451 0.17 -0.01 -0.25 0.03
H 15.462 20.857 13.003 0.20 0.19 0.08 0.51
H 14.214 18.786 13.072 0.05 0.02 0.66 0.39
H 14.025 19.579 14.627 -0.19 0.45 0.53 0.43
H 14.610 17.190 14.740 0.09 -0.36 1.27 0.93
H 15.992 18.231 15.482 -0.18 -0.36 0.40 -0.25
H 17.859 16.636 15.054 -0.46 -0.10 -0.32 -0.33
H 16.551 15.486 15.175 -0.12 0.78 -1.11 0.73
H 17.735 15.376 13.871 -0.63 0.54 -0.31 0.09
H 16.326 15.765 11.996 -0.34 0.94 -0.10 0.21
H 14.890 15.669 12.887 0.23 0.76 0.32 0.47
H 15.048 17.036 11.802 0.01 0.19 -0.24 0.23
H 18.727 20.234 13.512 0.51 0.02 0.73 0.20
H 17.922 21.309 12.337 0.21 -0.19 0.13 0.52
H 18.857 19.902 11.734 -0.32 0.45 0.90 0.24
H 18.904 17.055 12.688 -0.27 0.02 0.22 0.16
C 22.811 15.533 11.502 0.78 -0.27 0.89 -1.72
C 21.488 15.239 12.159 -0.65 1.61 0.57 1.41
C 21.446 14.213 13.294 -0.12 -1.20 0.41 -1.16
C 22.176 14.680 14.525 0.39 -0.64 0.29 -1.31
C 21.565 15.906 15.071 1.14 2.55 2.14 0.82
C 21.513 17.069 14.071 0.40 -0.15 -0.97 2.13
N 20.916 16.523 12.779 -0.98 0.37 0.84 0.92
O 20.969 17.552 11.808 1.52 0.13 -0.73 -0.60
C 20.668 18.188 14.675 -0.24 1.11 -0.91 -0.92
C 22.914 17.730 13.905 0.47 -1.23 -0.52 -1.96
C 20.534 14.788 11.103 -2.02 -1.62 -1.03 -1.79
H 23.611 15.551 12.280 -0.29 -0.06 -1.00 0.23
H 22.800 16.458 10.915 -0.11 -0.17 0.40 0.23
H 22.903 14.721 10.805 0.92 -0.45 -0.34 0.61
H 20.375 14.031 13.558 0.60 0.29 -0.21 0.19
H 21.828 13.192 13.054 -0.12 0.84 -0.56 0.44
H 23.193 14.910 14.322 1.09 0.49 -0.89 0.44
H 22.398 13.891 15.244 -0.97 -0.21 0.34 0.53
H 22.222 16.385 15.908 -0.99 -1.14 -1.04 -0.66
H 20.591 15.824 15.537 -0.45 -0.53 -0.05 -0.43
H 20.975 19.204 14.312 -0.23 -0.91 -0.01 0.55
H 19.578 18.150 14.587 0.06 -0.43 -0.20 -0.42
H 20.901 18.195 15.716 0.12 0.08 1.01 0.05
H 23.727 16.971 13.817 -0.53 0.53 -0.09 0.37
H 22.925 18.375 13.023 0.01 -0.14 0.09 0.38
H 23.174 18.330 14.771 -0.22 0.11 0.25 0.23
H 20.348 15.435 10.273 0.41 1.13 -0.34 0.50
H 19.509 14.685 11.533 0.67 -0.33 -0.13 0.24
H 20.808 13.832 10.540 -0.10 0.87 1.34 0.36
H 20.148 18.043 11.725 -0.68 -0.44 0.51 0.38
C 12.340 14.434 26.113 -0.07 -0.54 0.23 -1.64
C 13.718 13.899 26.542 0.50 0.65 -1.44 1.97
C 14.267 13.021 25.407 -1.00 -0.08 -1.40 -2.40
C 14.741 13.815 24.180 0.12 1.18 1.80 1.93
C 15.899 14.750 24.609 -0.37 0.63 0.58 0.74
C 15.464 15.732 25.769 -1.58 0.20 -0.67 2.10
N 14.782 14.877 26.827 1.50 0.93 -0.39 1.44
O 14.392 15.750 27.892 -0.49 0.01 -0.52 -0.69
C 16.697 16.380 26.387 -0.34 0.94 -1.22 -0.18
C 14.539 16.886 25.338 1.05 1.06 -1.27 -1.71
C 13.693 13.056 27.770 -2.21 -1.42 -0.02 -1.92
H 11.981 15.225 26.770 -0.03 0.06 -0.08 0.37
H 11.636 13.596 26.108 -0.03 0.01 0.46 0.44
H 12.295 14.716 25.064 0.29 0.51 0.02 -0.03
H 15.066 12.462 25.846 0.74 -0.64 -0.02 0.37
H 13.488 12.319 24.991 0.50 0.50 0.99 0.37
H 13.874 14.422 23.841 0.69 -0.25 -0.09 -1.03
H 15.032 13.159 23.391 0.22 -0.52 -0.65 -0.06
H 16.322 15.256 23.701 -0.24 0.03 0.99 -0.39
H 16.719 14.251 25.160 -0.27 -0.52 -0.86 -0.96
H 16.410 16.840 27.302 -0.08 0.09 1.04 0.75
H 17.462 15.652 26.493 0.65 -0.40 0.42 -0.86
H 17.077 17.251 25.792 -0.33 -0.92 -0.02 -0.43
H 14.369 17.616 26.113 0.14 0.02 0.75 0.50
H 15.052 17.503 24.540 -0.45 -0.78 0.48 0.10
H 13.553 16.656 24.989 -0.48 -0.66 -0.40 0.11
H 13.236 12.099 27.466 -0.04 0.11 0.24 0.47
H 13.020 13.455 28.530 0.39 0.12 0.26 0.42
H 14.669 12.807 28.122 0.61 0.18 0.45 0.21
H 14.771 15.367 28.687 0.17 -0.31 0.12 0.35
C 10.781 21.074 22.912 -1.48 1.38 -1.43 -2.06
C 11.436 19.913 22.210 -1.58 -0.70 -0.76 2.00
C 10.884 18.632 22.934 -0.42 -1.16 -1.18 -1.84
C 11.141 17.338 22.154 1.84 -0.69 -0.66 0.85
C 10.432 17.510 20.813 0.04 -1.07 0.38 -1.80
C 10.952 18.676 19.964 -0.39 -0.05 -0.03 2.44
N 10.903 19.963 20.773 0.55 -1.15 0.23 -0.27
O 11.734 20.918 20.132 -0.14 0.90 -0.92 0.10
C 12.335 18.284 19.349 0.90 -0.28 0.24 -0.21
C 9.926 18.854 18.837 -0.90 1.17 -0.94 -1.88
C 12.963 19.914 22.271 0.19 -0.35 0.05 -1.28
H 9.678 21.249 22.674 1.19 -1.13 0.36 0.36
H 11.139 22.051 22.598 0.81 0.04 0.15 0.35
H 10.912 20.913 23.941 0.08 0.27 1.62 0.46
H 11.404 18.528 23.871 -0.21 0.36 0.69 0.61
H 9.749 18.563 23.035 1.38 1.00 0.30 0.28
H 10.851 16.424 22.688 -0.82 0.39 0.05 0.61
H 12.222 17.034 22.025 -0.57 1.00 -0.07 -0.68
H 9.383 17.631 21.157 0.22 0.08 -1.01 0.29
H 10.543 16.616 20.144 -0.39 0.52 0.72 0.32
H 12.901 19.176 19.070 -0.19 0.10 0.04 -0.45
H 13.013 17.725 20.047 -0.79 0.45 -0.32 -1.05
H 12.318 17.649 18.432 -0.61 0.41 0.61 0.74
H 10.178 19.678 18.136 0.37 -0.47 0.28 0.24
H 9.766 17.960 18.221 0.37 -0.02 0.22 0.39
H 8.904 19.169 19.160 0.81 -0.41 0.45 0.42
H 13.365 19.710 23.262 -0.39 0.02 0.42 0.61
H 13.436 20.859 21.971 -0.31 -0.44 -0.39 0.40
H 13.281 19.039 21.691 0.35 0.58 -0.20 -0.26
H 11.246 21.412 19.414 0.13 -0.81 1.04 0.35
C 16.827 19.700 20.482 0.47 -0.51 0.37 -1.07
C 16.875 18.237 20.041 1.67 0.23 -1.11 3.12
C 16.262 18.097 18.626 0.12 0.28 0.14 -0.57
C 16.586 16.773 18.010 -2.21 -1.82 -1.16 -0.04
C 18.035 16.469 17.820 0.21 0.34 2.76 1.07
C 18.708 16.564 19.253 0.28 -0.36 0.14 1.70
N 18.379 17.906 19.881 -2.02 0.14 -1.80 0.71
O 18.859 17.975 21.165 2.15 0.83 1.69 0.54
C 18.307 15.388 20.211 -0.54 1.01 0.04 1.01
C 20.236 16.577 19.053 -1.16 0.23 -0.06 -1.19
C 16.150 17.380 21.067 -0.42 0.44 0.64 0.30
H 17.634 20.247 19.950 -0.61 -0.02 0.62 -0.82
H 16.804 19.825 21.585 0.72 -0.07 -0.65 -0.13
H 15.864 20.039 20.199 -1.02 0.78 -0.60 0.40
H 15.176 18.335 18.686 0.55 -0.43 -0.12 -0.01
H 16.685 18.739 17.843 0.15 1.03 0.77 -0.20
H 16.104 16.715 17.015 0.04 0.17 0.33 0.67
H 16.088 15.950 18.533 0.19 -0.02 0.22 -0.96
H 18.455 17.201 17.159 0.62 0.46 -0.37 -0.63
H 18.208 15.465 17.439 0.00 0.00 -0.08 -0.89
H 17.338 14.931 19.976 0.21 0.08 -0.29 -1.17
H 19.065 14.623 20.143 0.20 -0.24 0.25 0.84
H 18.188 15.785 21.250 0.62 -0.52 -0.78 -0.57
H 20.617 15.683 18.561 -0.08 -0.19 0.23 0.89
H 20.405 17.409 18.408 0.54 0.47 -0.65 -0.61
H 20.727 16.804 19.980 0.33 -0.28 0.40 -0.18
H 16.080 16.343 20.778 -0.41 -0.09 -0.24 -1.52
H 15.146 17.852 21.211 0.56 -0.63 -0.05 0.05
H 16.658 17.368 22.052 -0.16 0.33 -0.55 -0.06
H 19.417 18.812 21.232 -0.99 -1.21 -0.09 -1.32
C 23.202 20.278 17.934 1.44 -0.34 -0.93 -1.80
C 22.392 20.898 19.104 -0.97 -1.17 -2.23 2.06
C 22.921 22.285 19.290 0.34 0.95 -0.76 -1.52
C 22.527 23.262 18.118 0.06 -1.29 1.49 -0.86
C 21.029 23.315 18.127 -1.10 -2.01 -1.29 -0.92
C 20.470 21.848 17.778 -1.08 1.35 -0.90 1.20
N 20.849 20.920 18.848 2.15 0.60 0.39 0.54
O 20.476 19.613 18.472 -0.41 -0.50 -0.14 1.99
C 18.944 21.950 17.903 -0.85 1.53 -2.06 -1.69
C 20.772 21.466 16.288 -0.69 -1.08 0.04 -0.95
C 22.584 19.968 20.259 0.38 -0.53 1.90 -1.08
H 24.127 19.839 18.368 -0.59 0.01 -0.12 0.52
H 23.622 20.887 17.095 -0.58 0.40 0.98 0.28
H 22.715 19.507 17.356 -0.53 -0.59 0.40 0.00
H 22.688 22.638 20.270 -0.61 0.68 0.71 0.54
H 23.997 22.207 19.293 0.54 -0.16 0.02 0.36
H 22.938 22.786 17.231 -0.20 0.37 -0.34 0.38
H 22.981 24.222 18.243 0.37 0.59 0.17 0.48
H 20.522 24.015 17.426 0.57 -0.35 0.38 0.48
H 20.637 23.457 19.118 0.09 0.67 0.42 0.20
H 18.382 21.124 17.423 0.41 -0.14 0.97 -0.09
H 18.663 22.221 18.920 -0.29 -0.48 0.02 -0.01
H 18.566 22.808 17.244 0.66 -0.71 0.86 0.54
H 20.268 20.505 16.034 0.24 0.50 0.51 -0.36
H 20.270 22.174 15.590 0.75 -0.06 0.59 0.61
H 21.823 21.264 16.045 -0.33 0.61 0.01 0.11
H 23.647 19.877 20.620 -0.87 0.20 -0.62 0.48
H 22.225 18.942 20.034 0.24 0.64 -0.04 -0.45
H 22.001 20.328 21.125 0.20 -0.17 -0.21 -0.01
H 19.698 19.294 19.000 0.42 0.50 -0.16 -0.86
```
Forces are in eV/Å.